ORCA calculation (ωB97M-V/def2-TZVPD) on the ion C6H15N2S with charge +1 at a distorted geometry.

Values from the calculation:
2S+1 = 1
ΔE to the lowest compared entry with this formula, charge and spin = 65.5 kcal per mole
structure (SMILES) = C/C=C/[N+](C)(C)[C@@H](N)S
net charge = +1

Atoms and positions in Å:
C -1.96655 -0.27766 -0.53585
C -0.89402 0.32242 -0.04774
C -3.35532 0.25455 -0.47245
C 0.53407 -1.65285 -0.37650
C 0.69315 -0.37783 1.69122
C 1.40165 0.58865 -0.40654
N 1.52885 1.97120 0.11997
N 0.41880 -0.30604 0.25719
S 3.18337 -0.17790 -0.33487
H -1.78590 -1.16568 -1.09781
H -1.19706 1.34372 0.41078
H -4.03967 -0.21920 -1.13925
H -3.32643 1.25104 -0.80252
H -3.57418 0.07078 0.53905
H 1.38723 -2.12661 -0.08753
H -0.18913 -2.21854 0.16049
H 0.27784 -1.58742 -1.41165
H 1.74401 -0.59982 1.77948
H 0.86707 0.58816 2.17879
H 0.11015 -0.99348 2.31103
H 1.10980 0.74103 -1.40783
H 1.58202 2.72995 -0.56625
H 2.09915 2.15237 0.94295
H 3.39113 -0.31085 -1.70417